{"formula": "C40H58O20P2", "method": "ωB97M-V/def2-TZVPD", "e_homo_ev": -7.96, "gap_ev": 8.19, "total_energy_ev": -101950.6227, "charge": 0, "species": ["C", "O", "P", "O", "O", "C", "O", "C", "H", "H", "H", "H", "H", "H", "H", "H", "H", "C", "O", "P", "O", "O", "C", "O", "C", "H", "H", "H", "H", "H", "H", "H", "H", "H", "O", "C", "C", "C", "C", "O", "C", "C", "H", "H", "H", "H", "H", "H", "O", "C", "C", "C", "C", "O", "C", "C", "H", "H", "H", "H", "H", "H", "O", "C", "C", "C", "C", "O", "C", "C", "H", "H", "H", "H", "H", "H", "O", "C", "C", "C", "C", "O", "C", "C", "H", "H", "H", "H", "H", "H", "O", "C", "C", "C", "C", "O", "C", "C", "H", "H", "H", "H", "H", "H", "C", "O", "C", "C", "O", "C", "H", "H", "H", "H", "H", "H", "H", "H", "H", "H"], "coordinates": [[-18.968747, -13.548510, -10.497290], [-19.642020, -13.198300, -11.710840], [-20.235261, -14.355757, -12.616490], [-21.290808, -15.125354, -11.977667], [-20.613672, -13.589661, -13.935245], [-21.832080, -12.835725, -13.944102], [-18.993391, -15.227007, -13.028065], [-18.140411, -14.990431, -14.144093], [-18.470939, -14.516074, -10.569811], [-19.674391, -13.487788, -9.669799], [-18.188334, -12.808181, -10.312834], [-22.398825, -13.031507, -14.847958], [-21.585837, -11.773084, -13.893322], [-22.435929, -13.044542, -13.060555], [-18.380997, -15.684478, -14.946228], [-17.108674, -15.140828, -13.833475], [-18.179524, -13.956612, -14.489931], [-14.019836, -16.866895, -3.264170], [-14.999006, -16.913508, -4.293814], [-15.779931, -18.209149, -4.709303], [-15.780935, -19.268753, -3.713520], [-17.224803, -17.708203, -5.088799], [-17.361052, -16.563672, -5.921948], [-15.087095, -18.601813, -6.076833], [-15.792030, -18.975285, -7.263875], [-13.493559, -17.815838, -3.207206], [-14.452464, -16.586886, -2.304126], [-13.316200, -16.069186, -3.504809], [-17.704130, -16.884965, -6.905897], [-16.422724, -16.048263, -6.147428], [-17.975692, -15.750902, -5.535913], [-16.850220, -19.119091, -7.058843], [-15.353692, -19.902792, -7.631775], [-15.617569, -18.206741, -8.017395], [-16.753475, -12.248581, -7.890056], [-17.632739, -11.939984, -6.857781], [-17.674773, -10.671899, -6.309745], [-18.695094, -10.361781, -5.418325], [-19.593285, -11.347674, -5.040912], [-20.618301, -11.001869, -4.162219], [-19.539376, -12.617319, -5.593656], [-18.542370, -12.914286, -6.515607], [-16.241139, -11.454000, -8.068518], [-16.943107, -9.913460, -6.563852], [-18.865935, -9.399868, -4.952706], [-20.557431, -11.592651, -3.406352], [-20.279821, -13.374832, -5.372642], [-18.556749, -13.853823, -7.053167], [-11.456254, -13.443925, -13.231516], [-10.931479, -13.115269, -14.454265], [-9.561899, -13.187492, -14.693310], [-9.103570, -13.078553, -15.998092], [-9.994141, -12.976273, -17.057327], [-9.472097, -12.971024, -18.319559], [-11.342957, -12.821963, -16.798609], [-11.795774, -12.785571, -15.483398], [-11.025227, -13.084454, -12.451321], [-8.871990, -13.373196, -13.881343], [-8.032015, -13.025063, -16.144024], [-10.170971, -13.059155, -18.974132], [-12.041946, -12.681058, -17.615643], [-12.842360, -12.786084, -15.199328], [-9.836623, -9.942132, -5.374387], [-10.453892, -10.912744, -6.135880], [-11.838077, -10.924149, -6.273926], [-12.452000, -11.910213, -7.027719], [-11.651830, -12.837017, -7.689732], [-12.273465, -13.673592, -8.575163], [-10.260925, -12.741902, -7.664267], [-9.668705, -11.800868, -6.838171], [-10.335170, -9.815541, -4.562492], [-12.420387, -10.150100, -5.787131], [-13.519531, -12.086292, -6.977646], [-11.864615, -14.545551, -8.638647], [-9.759691, -13.438885, -8.324559], [-8.599312, -11.785147, -6.667542], [-14.666703, -15.202736, -13.599302], [-15.036709, -15.140801, -12.279144], [-15.661714, -16.245348, -11.725474], [-15.999937, -16.211334, -10.382328], [-15.735214, -15.096142, -9.607856], [-16.096683, -15.125412, -8.275149], [-15.061342, -14.011182, -10.155222], [-14.813716, -13.995599, -11.519066], [-14.220091, -14.387179, -13.848274], [-15.785667, -17.126578, -12.336104], [-16.547552, -17.034633, -9.936127], [-16.372774, -14.228061, -8.057675], [-14.850553, -13.145376, -9.541803], [-14.358522, -13.128029, -11.985134], [-15.929252, -19.751238, -11.911684], [-17.230406, -19.380434, -11.637701], [-17.713734, -19.565870, -10.353647], [-19.028991, -19.205180, -10.083297], [-19.817094, -18.583447, -11.021939], [-21.097567, -18.243075, -10.703589], [-19.319385, -18.367989, -12.312967], [-18.011279, -18.759853, -12.592157], [-15.803069, -19.704438, -12.863417], [-17.073477, -20.010933, -9.604341], [-19.515805, -19.458874, -9.147211], [-21.579742, -18.138264, -11.531538], [-19.850812, -17.817228, -13.077975], [-17.604649, -18.552521, -13.578083], [-12.690071, -17.619563, -9.047312], [-11.704427, -16.675292, -8.678199], [-10.662421, -17.158825, -7.878738], [-9.806232, -18.269622, -8.488084], [-10.400791, -19.505498, -8.168609], [-9.587752, -20.619180, -8.456929], [-13.507918, -17.132389, -9.575343], [-13.078611, -18.159234, -8.179791], [-12.260487, -18.332597, -9.760217], [-11.024343, -17.561589, -6.920972], [-10.036645, -16.292340, -7.655602], [-8.810751, -18.136279, -8.045082], [-9.795545, -18.189533, -9.582913], [-10.135196, -21.519313, -8.200190], [-8.608397, -20.519975, -7.979542], [-9.391697, -20.678373, -9.542151]], "forces_ev_per_angstrom": [[0.3, 0.4, 0.3], [0.2, 0.3, -0.2], [0.5, 0.0, 0.3], [-0.4, -0.4, 0.2], [-0.2, 0.1, -0.4], [-0.1, 0.7, 0.4], [-0.1, -0.3, -0.2], [0.6, 0.4, 0.0], [-0.2, -0.1, 0.0], [0.0, -0.3, 0.0], [-0.1, 0.0, -0.2], [0.1, -0.2, -0.1], [0.1, -0.1, -0.2], [-0.1, -0.3, -0.1], [-0.1, 0.1, 0.0], [-0.1, -0.3, 0.1], [-0.4, -0.1, -0.1], [0.4, 0.2, 0.1], [0.0, 0.8, -0.1], [0.2, -0.6, 0.2], [-0.1, -0.3, 0.3], [-0.3, 0.5, 0.3], [0.6, 0.8, -1.3], [0.1, 0.2, -0.3], [0.4, -0.1, 0.0], [0.0, 0.0, 0.2], [-0.3, -0.3, 0.0], [0.0, -0.1, -0.3], [-0.4, 0.0, 0.1], [0.2, -0.5, 0.3], [-0.5, -0.6, 0.5], [-0.1, 0.0, -0.1], [-0.1, -0.1, 0.1], [-0.2, 0.1, 0.0], [0.0, 0.1, 0.5], [0.3, 0.0, -0.9], [-0.3, 0.4, 0.4], [-0.2, -0.4, 0.3], [-0.6, 0.0, 0.1], [0.5, 0.0, -0.2], [0.4, -0.2, -0.3], [-0.5, 0.0, 0.1], [0.2, -0.1, -0.2], [0.0, -0.1, -0.2], [0.4, 0.1, -0.2], [-0.2, 0.0, 0.1], [-0.1, 0.1, 0.2], [0.1, -0.1, 0.1], [-1.0, 0.0, 0.2], [0.8, 0.3, 0.4], [-0.4, 0.0, -0.4], [0.4, 0.2, 0.6], [0.1, 0.2, 0.0], [0.1, 0.0, -0.1], [-0.3, 0.4, 0.1], [-0.1, -1.3, 0.4], [0.4, 0.1, -0.3], [0.0, 0.0, 0.0], [-0.1, -0.3, -0.4], [-0.1, 0.1, 0.1], [0.0, 0.0, 0.0], [-0.1, 0.3, -0.4], [0.2, -0.2, 0.1], [-0.4, 0.6, -0.1], [0.1, 0.0, 0.1], [0.3, -0.6, 0.6], [0.0, 0.5, -1.0], [-0.4, -0.1, 0.2], [-0.9, -0.2, 0.1], [0.5, -0.5, 0.1], [-0.1, 0.1, 0.0], [0.0, -0.1, 0.1], [-0.1, 0.3, -0.3], [0.1, -0.3, 0.1], [0.5, 0.1, 0.3], [0.0, 0.1, -0.2], [-0.2, -0.1, -0.1], [0.0, 0.4, -0.1], [0.6, 0.2, 0.1], [-0.5, -0.2, 0.0], [0.4, -0.2, 0.2], [-0.1, 0.0, -0.4], [-0.8, 0.2, -0.2], [0.5, -0.3, 0.0], [0.1, 0.0, 0.1], [-0.2, 0.0, 0.1], [0.1, 0.0, 0.0], [0.2, 0.3, 0.3], [0.1, -0.1, 0.0], [0.1, 0.0, 0.0], [-0.2, 0.0, 0.1], [0.6, 0.2, 0.2], [-0.3, 0.0, -0.2], [0.0, -0.3, 0.7], [-0.3, 0.1, -1.4], [-0.1, -0.3, 0.1], [0.9, 0.0, 0.5], [-0.6, 0.1, -0.3], [0.1, 0.0, -0.1], [-0.1, -0.1, 0.0], [0.3, 0.2, 0.1], [-0.1, 0.3, 0.2], [-0.3, -0.1, 0.2], [0.0, -0.1, 0.0], [0.1, -0.5, -0.4], [-0.3, 0.7, -0.2], [0.3, -0.4, 0.2], [-0.7, 0.4, -0.1], [0.0, -0.2, 0.5], [0.1, 0.4, -1.0], [0.1, 0.4, 0.2], [0.1, 0.0, 0.1], [-0.1, -0.2, 0.2], [-0.2, 0.1, -0.1], [0.0, 0.0, -0.1], [0.1, -0.4, -0.2], [0.4, 0.3, 0.0], [0.1, 0.0, 0.4], [-0.1, -0.3, 0.3], [0.0, 0.0, 0.1]]}



{"formula": "C40H59Cl8F3O6", "method": "ωB97M-V/def2-TZVPD", "e_homo_ev": -9.03, "gap_ev": 9.25, "total_energy_ev": -163051.8662, "charge": 0, "species": ["F", "C", "C", "C", "C", "C", "C", "H", "H", "H", "H", "H", "F", "C", "C", "C", "C", "C", "C", "H", "H", "H", "H", "H", "F", "C", "C", "C", "C", "C", "C", "H", "H", "H", "H", "H", "C", "Cl", "Cl", "H", "H", "C", "Cl", "Cl", "H", "H", "C", "Cl", "Cl", "H", "H", "C", "Cl", "Cl", "H", "H", "C", "C", "O", "C", "H", "H", "H", "H", "H", "H", "C", "C", "O", "C", "H", "H", "H", "H", "H", "H", "C", "C", "O", "C", "H", "H", "H", "H", "H", "H", "C", "C", "O", "C", "H", "H", "H", "H", "H", "H", "C", "C", "O", "C", "H", "H", "H", "H", "H", "H", "C", "C", "O", "C", "H", "H", "H", "H", "H", "H"], "coordinates": [[-5.842542, 25.402305, 16.161866], [-4.548755, 25.823572, 16.200016], [-3.985824, 26.518388, 15.140620], [-2.746193, 27.016255, 15.308164], [-1.921447, 26.689879, 16.390242], [-2.447022, 25.858702, 17.386733], [-3.776642, 25.477671, 17.359925], [-4.470753, 26.745170, 14.202638], [-2.181387, 27.617241, 14.610883], [-0.887747, 26.998907, 16.438975], [-1.789043, 25.568105, 18.192337], [-4.197047, 24.839146, 18.122773], [-14.606234, 28.408690, 19.704450], [-13.915642, 27.245946, 19.957887], [-13.464155, 26.904587, 21.220269], [-12.770600, 25.748909, 21.416229], [-12.430045, 24.893974, 20.352183], [-12.811611, 25.290794, 19.062206], [-13.535243, 26.451847, 18.852454], [-13.574592, 27.520502, 22.100527], [-12.580097, 25.525552, 22.455567], [-11.820240, 24.012832, 20.486791], [-12.595846, 24.617551, 18.245760], [-13.784887, 26.690458, 17.829155], [-10.251084, 21.256251, 14.601087], [-10.802294, 19.993719, 14.461317], [-11.731266, 19.766192, 13.433619], [-12.330869, 18.470382, 13.286485], [-11.919248, 17.478034, 14.179397], [-10.996605, 17.685754, 15.178941], [-10.528607, 19.005523, 15.386556], [-12.071226, 20.518741, 12.737557], [-13.087945, 18.249911, 12.548497], [-12.257784, 16.457052, 14.082523], [-10.724124, 16.859013, 15.818195], [-9.792389, 19.158318, 16.161826], [-12.505850, 29.210912, 17.213432], [-12.172613, 30.715013, 18.056902], [-11.809645, 29.137539, 15.571248], [-12.078709, 28.404027, 17.808906], [-13.584904, 29.119444, 17.089466], [-11.786601, 28.859606, 12.264220], [-11.095980, 30.514066, 12.519893], [-11.932990, 28.430001, 10.542381], [-11.159334, 28.094488, 12.721626], [-12.778825, 28.849638, 12.715327], [-14.603438, 24.546882, 14.802389], [-15.473980, 24.184770, 16.320036], [-13.736052, 26.137328, 14.867865], [-13.934829, 23.723866, 14.549976], [-15.297063, 24.562140, 13.961691], [-8.066721, 22.006699, 17.386638], [-7.783136, 21.867480, 19.131525], [-7.484834, 20.520439, 16.571257], [-9.109715, 22.183820, 17.124156], [-7.452901, 22.866240, 17.117378], [-8.038846, 32.970258, 17.318105], [-8.243840, 32.158271, 16.021041], [-7.799203, 32.539962, 14.907958], [-8.907858, 30.772936, 16.161560], [-6.965678, 33.045390, 17.493493], [-8.407154, 32.380960, 18.157856], [-8.480397, 33.965666, 17.366038], [-9.770884, 30.893120, 16.816412], [-8.238348, 30.035442, 16.604238], [-9.300874, 30.447608, 15.198339], [-6.987910, 26.101136, 19.379862], [-8.291044, 25.438906, 19.674658], [-8.881137, 24.816448, 18.792703], [-8.880138, 25.624047, 21.047498], [-6.678525, 26.085323, 18.334811], [-6.304783, 25.536304, 20.014219], [-7.023372, 27.146982, 19.684919], [-9.219596, 26.646523, 21.213047], [-8.263353, 25.229339, 21.854887], [-9.813885, 25.061831, 21.036044], [-10.785588, 24.790210, 15.639045], [-9.868255, 25.772453, 14.947203], [-9.807719, 25.862525, 13.712436], [-8.982253, 26.676074, 15.763822], [-11.609954, 24.619713, 14.946612], [-11.161331, 25.273149, 16.541088], [-10.245682, 23.856412, 15.795970], [-9.229371, 27.655800, 15.354948], [-7.953143, 26.389691, 15.547024], [-9.252610, 26.506062, 16.805991], [-6.796096, 24.782896, 12.204144], [-6.075429, 24.815376, 10.855498], [-6.753306, 24.813096, 9.805588], [-4.578053, 25.097597, 10.815808], [-7.874702, 24.778167, 12.047016], [-6.478733, 25.719743, 12.662071], [-6.606948, 23.907653, 12.825657], [-4.476312, 25.864818, 11.583355], [-4.356968, 25.566018, 9.856747], [-3.948931, 24.210182, 10.885068], [-9.609629, 23.104573, 11.531882], [-10.824755, 23.679205, 10.896816], [-11.703772, 23.012036, 10.366884], [-10.886049, 25.198049, 10.787029], [-9.703266, 22.032787, 11.706821], [-9.426339, 23.634379, 12.466658], [-8.670180, 23.142697, 10.980454], [-11.028317, 25.572080, 9.773149], [-9.965189, 25.621383, 11.188168], [-11.777972, 25.436925, 11.366263], [-13.738264, 21.030554, 17.201372], [-12.356662, 21.465973, 17.714045], [-11.811929, 22.460854, 17.332533], [-11.666142, 20.560242, 18.660978], [-13.857673, 21.537986, 16.244110], [-14.486505, 21.394796, 17.905325], [-13.866254, 19.978341, 16.947243], [-10.612888, 20.792718, 18.818191], [-11.689451, 19.517999, 18.342725], [-12.163024, 20.553009, 19.631109]], "forces_ev_per_angstrom": [[0.5, 0.1, -0.2], [0.9, -0.7, 1.5], [-1.8, -0.1, -0.1], [3.7, 0.5, 0.8], [-1.2, -0.8, 0.4], [0.4, 0.7, -0.2], [-0.9, 0.2, -1.9], [-0.6, -0.2, 0.2], [-0.7, 0.1, -0.7], [-0.1, 0.2, -0.1], [-0.2, -0.2, 0.2], [-0.2, 0.1, 0.0], [0.5, -1.0, 0.5], [0.7, 0.0, -1.5], [-0.8, 1.3, 0.0], [0.5, -1.6, -0.4], [-0.3, 1.1, 0.1], [0.1, -0.6, 0.9], [-0.5, 0.4, 0.7], [-0.6, 0.3, -0.2], [0.5, -0.3, 0.0], [-0.2, -0.1, 0.1], [0.2, 0.2, -0.2], [-0.4, 0.3, 0.1], [-0.5, -1.3, -0.1], [-1.0, 0.4, -0.4], [-0.8, -1.4, -0.2], [1.5, 1.3, 1.4], [-0.2, -0.7, -0.6], [-0.3, 1.8, 0.0], [1.0, -1.1, -0.1], [0.4, 0.4, 0.1], [0.1, 0.2, -0.1], [-0.4, 0.0, -0.3], [0.2, 0.2, 0.2], [-0.1, 0.3, 0.1], [-0.2, -0.4, -0.2], [0.0, 0.2, 0.0], [-0.1, 0.0, 0.3], [-0.2, 0.1, -0.2], [0.2, -0.1, 0.2], [0.0, 0.2, 0.0], [-0.2, -0.9, -0.2], [0.0, 0.3, 0.3], [0.1, 0.3, 0.0], [0.2, 0.1, -0.2], [-0.1, 0.1, -0.4], [0.3, 0.2, -0.6], [-0.6, -0.8, -0.1], [0.4, 0.3, 0.6], [-0.2, 0.5, 0.4], [0.6, 0.2, 0.0], [-0.4, -0.2, 0.2], [-0.1, 0.5, 0.0], [0.0, -0.2, 0.4], [-0.1, -0.3, -0.4], [0.1, -0.9, -0.1], [1.4, 0.5, -2.6], [-1.4, -0.9, 3.4], [-0.3, 1.3, -0.2], [0.1, 0.2, -0.2], [-0.2, 0.1, 0.0], [0.0, -0.1, -0.4], [0.1, -0.1, 0.2], [0.1, 0.1, 0.0], [0.4, 0.0, 0.0], [0.1, 0.1, 0.2], [-0.9, -0.1, -1.9], [0.4, 0.5, 1.2], [-1.0, -0.8, -0.2], [-0.2, -0.4, 0.1], [0.6, 0.3, 0.0], [0.2, 0.0, 0.4], [0.6, 0.2, 0.1], [0.2, 0.4, 0.0], [0.1, -0.2, 0.1], [0.1, 0.8, -0.9], [0.4, -0.1, -2.0], [-0.4, -0.3, 1.6], [-0.8, -0.8, -0.2], [0.1, -0.3, 0.2], [0.1, -0.6, 0.2], [-0.1, 0.1, 0.4], [0.4, 0.3, 0.5], [0.0, 0.2, 0.2], [0.4, 0.6, 0.1], [0.1, 0.1, -0.8], [-1.9, -0.1, -2.4], [1.7, -0.2, 2.3], [-1.0, 0.4, -0.5], [0.4, 0.4, -0.1], [-0.2, -0.2, 0.6], [0.6, 0.1, 0.1], [0.9, -0.3, 0.3], [-0.1, -0.1, 0.0], [-0.1, 0.1, 0.6], [0.3, -1.1, 0.9], [-0.3, 0.3, -2.4], [0.6, 0.1, 1.0], [0.2, -0.6, 0.4], [-0.5, 0.0, 0.3], [-0.1, -0.2, 0.2], [-0.3, 0.7, -0.6], [-0.1, -0.4, 0.0], [-0.4, 0.3, 0.2], [0.2, 0.6, 0.1], [0.6, 0.8, -0.6], [-0.5, -1.6, -0.3], [0.1, 1.2, -0.5], [0.5, -1.0, 0.8], [-0.3, 0.3, 0.1], [-0.2, -0.2, -0.1], [0.2, -0.1, 0.7], [-0.1, 0.4, -0.1], [-0.3, 0.0, -0.3], [-0.1, 0.1, 0.1]]}



One value per record, in order, for energy above the lowest of the compared OMol25 structures with the same formula, charge and spin: 0.000, 0.000 eV.